Molecular formula: C14H42B2Mn2O8
Method: DFT, wB97M-V/def2-TZVPD

Results
* expectation value of S²: 30.02
* energy: -95559.7262 eV
* spin multiplicity: 11
* total charge: -2
* E_HOMO (spin up / spin down): 1.9 / 1.8 eV

Cartesian coordinates (Å):
Mn  1.24722  2.67447  1.01316
Mn  -0.57084  -1.26194  -0.06895
C  0.38058  -5.34306  0.24672
C  0.20587  -4.29610  1.36052
O  0.17158  -2.95368  0.97555
H  1.25343  -5.20911  -0.39227
H  -0.56897  -5.43854  -0.27990
H  0.49167  -6.36968  0.59575
H  1.11870  -4.53100  1.90793
H  -0.60512  -4.51419  2.05538
C  2.17121  2.99493  -2.33144
C  3.13393  2.21710  -1.42217
O  3.13626  2.63122  -0.04618
H  2.27807  2.76726  -3.39203
H  2.32896  4.04386  -2.08054
H  1.11539  2.91490  -2.07272
H  4.11807  2.25254  -1.88940
H  2.71552  1.21063  -1.42898
O  2.31049  3.09205  2.76052
C  2.31065  3.69252  3.99939
C  3.77673  3.94354  4.56901
O  4.82021  4.38652  3.72592
H  1.73963  3.01605  4.63534
H  1.87225  4.66505  3.77561
H  4.02162  3.02081  5.09503
H  3.68118  4.63957  5.40238
B  0.51387  0.54250  0.72251
H  0.45738  1.28583  -0.05756
H  1.06109  0.97674  1.54483
H  -0.46104  0.22252  1.05629
H  1.06794  -0.29947  0.33738
B  -0.11214  4.18410  0.52390
H  0.79385  4.73347  0.72787
H  0.06055  3.36661  -0.15884
H  -0.42968  3.72388  1.44672
H  -0.87002  4.86064  0.16037
C  -2.80472  -0.59187  2.35834
O  -2.44133  -1.14964  1.14528
C  -3.27427  -2.26757  0.82583
C  -3.31019  -2.57933  -0.63749
O  -1.98557  -2.46294  -1.09838
C  -1.75156  -3.18636  -2.42603
H  -2.98999  -1.17661  3.25937
H  -3.68341  0.03065  2.18959
H  -2.06375  0.13615  2.68856
H  -4.28245  -2.20061  1.23471
H  -2.82006  -3.13290  1.30853
H  -3.93523  -1.96009  -1.28089
H  -3.67626  -3.58947  -0.82108
H  -2.01421  -4.24051  -2.51475
H  -0.73127  -3.04680  -2.78328
H  -2.34321  -2.69326  -3.19734
C  -2.67178  1.07213  -1.04539
O  -1.59746  0.14637  -1.21792
C  -1.00643  0.35839  -2.55184
C  0.36650  -0.29188  -2.85192
O  0.51940  -1.26902  -1.82292
C  1.73392  -1.97235  -2.04283
H  -2.28226  1.99998  -0.62649
H  -3.40821  0.65907  -0.35608
H  -3.28189  1.42247  -1.87793
H  -0.99075  1.44442  -2.64341
H  -1.74781  -0.16042  -3.15953
H  1.21712  0.38646  -2.78564
H  0.31444  -0.71515  -3.85503
H  2.72399  -1.52427  -1.95864
H  1.76802  -2.41242  -3.03946
H  1.71464  -2.87541  -1.43273

---

Molecular formula: C5H12O3S2
Method: DFT, wB97M-V/def2-TZVPD

Results
* energy: -33189.5292 eV
* energy above the lowest of the compared OMol25 structures with the same formula, charge and spin: 0.888 eV
* total charge: 0
* E_HOMO: -9.5 eV

Cartesian coordinates (Å):
C  -0.08571  -1.93037  0.61716
C  -2.49111  -0.71601  0.72366
C  -0.91022  -0.67878  -1.32995
C  2.42142  2.41181  0.12785
C  -1.03657  -0.77715  0.19062
O  0.56871  0.65232  1.94931
O  0.98069  1.50378  -1.93406
O  2.40113  -0.06694  -0.75713
S  -0.30186  0.88128  0.65563
S  1.48021  1.02153  -0.69032
H  0.83535  -1.96323  -0.03665
H  0.26099  -1.59785  1.61162
H  -0.51684  -2.89063  0.77504
H  -3.28693  -1.13587  0.02584
H  -2.72137  0.33196  0.94061
H  -2.64112  -1.19293  1.65070
H  -1.36777  0.15994  -1.81738
H  0.10654  -0.67602  -1.62318
H  -1.16544  -1.57563  -1.93192
H  2.23962  2.23935  1.24746
H  3.43140  2.58167  -0.32850
H  1.79889  3.41777  -0.06639

---

Molecular formula: C33H39BrClFIO11PS2
Method: DFT, wB97M-V/def2-TZVPD

Results
* energy: -181717.6174 eV
* total charge: 0
* E_HOMO: -8.5 eV

Cartesian coordinates (Å):
C  1.55917  -1.37870  6.45624
C  0.94922  -0.20911  5.67133
C  -0.55166  -0.31143  5.51750
C  -1.42742  0.32627  6.40404
Cl  -0.69516  1.15778  7.75510
C  -2.82483  0.28752  6.30035
P  -3.81148  1.19991  7.58733
C  -3.13916  2.92357  7.46691
O  -5.33334  1.45877  7.03587
C  -3.33754  -0.49876  5.26142
Br  -5.21613  -0.72908  5.06740
C  -2.50317  -1.14268  4.34732
C  -1.10928  -1.04512  4.46724
C  -0.28402  -1.72972  3.42592
O  0.73258  -2.31241  3.69089
C  -0.83720  -1.64814  2.04556
C  -2.22115  -1.73715  1.92372
C  -2.85682  -1.64661  0.68526
C  -4.35670  -1.69219  0.54612
O  -4.90562  -0.64293  1.33114
C  -5.98561  0.00753  0.77546
C  -7.12704  0.12465  1.55872
C  -8.24678  0.80553  1.10354
C  -8.22706  1.38420  -0.16038
C  -7.08410  1.25279  -0.93807
C  -5.95848  0.57987  -0.49042
C  -2.03866  -1.47771  -0.41475
F  -2.58050  -1.35458  -1.62848
C  -0.65426  -1.38098  -0.31477
O  0.06253  -1.17208  -1.47664
C  -0.01041  -1.46989  0.91941
C  1.47786  -1.32926  1.02806
I  2.50554  -2.81901  -0.14964
C  1.98071  0.09264  0.63814
C  0.97764  1.19163  1.00160
C  -2.99479  -1.95663  3.18812
O  -3.87646  -2.76010  3.24762
H  1.49397  -1.16563  7.52081
H  2.61437  -1.44206  6.20651
H  1.07587  -2.31078  6.20048
H  1.36407  -0.20677  4.66602
H  1.21599  0.74392  6.11095
H  -3.97982  3.60419  7.33960
H  -2.59121  3.18660  8.35935
H  -2.52702  3.02867  6.57580
H  -5.44007  2.31487  6.60611
H  -4.59650  -1.59089  -0.50766
H  -4.71360  -2.66086  0.88536
H  -7.12208  -0.31253  2.54504
H  -9.09771  0.88426  1.76047
H  -9.09098  1.92845  -0.50783
H  -7.06762  1.71934  -1.91308
H  -5.06503  0.49093  -1.08920
H  0.08498  -0.22010  -1.63880
H  1.82237  -1.52247  2.02767
H  2.23787  0.11129  -0.41446
H  2.85848  0.26933  1.25327
H  0.17147  1.25702  0.27396
H  1.50601  2.14195  1.00258
H  0.55230  1.04446  1.99222
C  1.97655  0.09902  -5.61792
C  2.89024  1.21308  -5.15026
O  2.25666  2.51290  -5.22439
S  1.19089  2.86968  -4.10521
C  1.08605  4.59397  -4.43819
O  1.78519  2.66054  -2.81716
O  -0.06068  2.25385  -4.42118
H  1.13088  -0.03509  -4.94394
H  2.53207  -0.83736  -5.66163
H  1.57551  0.32307  -6.60628
H  3.24493  1.03726  -4.13331
H  3.76201  1.26843  -5.79537
H  2.04738  5.05251  -4.22508
H  0.31651  5.00018  -3.78559
H  0.80707  4.73071  -5.47929
C  8.03636  -2.42255  -8.17088
C  6.96603  -2.81257  -7.17147
O  7.18024  -2.22198  -5.87126
S  6.82017  -0.68683  -5.68551
C  6.86752  -0.63202  -3.93067
O  5.46453  -0.48466  -6.10537
O  7.87776  0.11593  -6.21312
H  7.98631  -1.36198  -8.41332
H  7.90804  -2.99000  -9.09275
H  9.02867  -2.62092  -7.76641
H  5.96895  -2.55397  -7.53095
H  6.98351  -3.88707  -7.00170
H  6.06841  -1.25969  -3.54548
H  6.70594  0.40452  -3.64251
H  7.83976  -0.97053  -3.58316

---

Molecular formula: CH8N3
Method: DFT, wB97M-V/def2-TZVPD

Results
* expectation value of S²: 0.76
* energy: -5616.1786 eV
* energy above the lowest of the compared OMol25 structures with the same formula, charge and spin: 0.135 eV
* spin multiplicity: 2
* total charge: +2
* E_HOMO (spin up / spin down): -20.8 / -20.5 eV

Cartesian coordinates (Å):
N  -1.58258  -0.04009  -1.68530
H  -1.90414  -0.95918  -2.00996
H  0.78105  0.48717  -0.92412
H  -1.44452  0.63092  -2.47549
H  -2.30177  0.38933  -1.09621
N  -0.25255  -0.46493  1.22073
C  0.93191  0.07025  1.05233
N  1.39754  0.44685  -0.11567
H  -0.86968  -0.58508  0.40863
H  -0.59199  -0.57401  2.18449
H  1.57364  0.18908  1.92551
H  2.37734  0.64084  -0.24469